A:
11
Properties=species:S:1:pos:R:3 method="wB97M-V/def2-TZVPD" gap_ev=9.46
C -0.30 1.96 -1.46
C -0.15 0.68 -0.77
C -0.02 -0.38 -0.20
C 0.04 -1.66 0.47
O -0.18 -2.71 -0.07
C 1.32 -0.83 2.42
C 0.39 -1.61 1.94
H -1.27 2.00 -1.96
H 0.48 2.08 -2.22
H -0.23 2.80 -0.76
H -0.08 -2.34 2.60

=====

B:
11
Properties=species:S:1:pos:R:3 method="wB97M-V/def2-TZVPD" gap_ev=9.10
C -1.35 2.43 -1.23
C -0.77 1.59 -0.61
C -0.08 0.57 0.12
C 0.00 -0.69 -0.34
C 0.69 -1.62 0.45
C 1.30 -2.42 1.15
O 0.47 0.99 1.27
H -1.86 3.20 -1.77
H -0.44 -1.02 -1.27
H 1.10 -3.30 0.52
H 0.94 0.26 1.70

=====

Most stable structure: B

=====

A:
11
Properties=species:S:1:pos:R:3 method="wB97M-V/def2-TZVPD" gap_ev=10.18 smiles=C#CC#C[C@H]1CO1
C -3.23 1.88 -1.09
C -2.20 1.31 -0.83
C -1.03 0.66 -0.48
C -0.02 0.10 -0.13
C 0.95 -0.55 0.74
C 2.11 -1.35 0.32
O 2.26 -0.01 0.77
H -4.14 2.38 -1.31
H 0.52 -0.78 1.71
H 2.34 -1.55 -0.73
H 2.44 -2.10 1.04

=====

B:
11
Properties=species:S:1:pos:R:3 method="wB97M-V/def2-TZVPD" gap_ev=10.07 smiles="C#CC(=O)C#CC"
C 1.64 -1.46 1.10
C 0.59 -1.08 0.10
C -0.36 -0.61 -0.43
C -1.57 0.10 -0.85
O -2.61 -0.43 -1.09
C -1.35 1.53 -1.13
C -1.10 2.71 -1.05
H 2.68 -1.65 0.80
H 1.31 -2.28 1.76
H 1.62 -0.57 1.72
H -0.86 3.74 -0.93

=====

C:
11
Properties=species:S:1:pos:R:3 method="wB97M-V/def2-TZVPD" gap_ev="8.08 / 8.08"
C 2.98 0.18 0.05
C 1.69 0.06 0.18
C 0.48 0.15 1.01
C -0.46 1.05 0.50
C -1.28 0.29 -0.35
C -0.87 -1.02 -0.23
O 0.00 -1.14 0.78
H 1.12 -0.44 -0.78
H -0.39 2.13 0.55
H -2.02 0.66 -1.05
H -1.23 -1.93 -0.67

=====

Most stable structure: B

=====

A:
8
Properties=species:S:1:pos:R:3 method="wB97M-V/def2-TZVPD" gap_ev="9.49 / 9.49" smiles=NN(F)OS
N 0.95 -0.87 0.04
N -0.29 -0.83 -0.41
O -1.20 0.14 0.60
F -0.95 -2.10 -0.09
S -2.70 0.26 0.13
H 1.06 -0.92 1.11
H 1.33 0.13 -0.33
H -2.74 0.93 -1.01

=====

B:
8
Properties=species:S:1:pos:R:3 method="wB97M-V/def2-TZVPD" gap_ev="6.78 / 9.98"
N 1.64 0.69 -0.62
N 0.61 0.89 0.17
O -0.58 -1.08 0.92
F -0.53 1.37 -0.45
S -1.96 -1.30 0.30
H 1.46 0.48 -1.64
H 2.23 0.15 -0.08
H -2.87 -1.21 1.39

=====

Most stable structure: A